No. 1
{
  "formula": "C5H7NOS",
  "method": "the ωB97M-V functional and the def2-TZVPD basis",
  "multiplicity": 1,
  "de_lowest_kj_mol": 258.1,
  "gap_ev": 8.37,
  "total_energy_ha": -722.81978,
  "e_lumo_ev": -0.55,
  "smiles": "O=CC1(C=S)CNC1",
  "elements": ["C", "C", "C", "C", "C", "H", "H", "H", "H", "H", "H", "H", "N", "O", "S"],
  "xyz": [[-1.050, 1.382, -0.035], [0.144, 0.347, 0.012], [-0.177, -0.736, 1.052], [-0.187, -0.734, -1.058], [1.442, 1.091, 0.023], [-2.036, 0.966, -0.044], [0.739, -1.250, 1.407], [-0.645, -0.402, 1.961], [-0.579, -2.515, 0.013], [-0.778, -0.414, -1.890], [0.721, -1.291, -1.468], [1.320, 2.181, 0.095], [-0.889, -1.525, -0.017], [-0.888, 2.578, -0.019], [2.864, 0.323, -0.033]]
}

No. 2
{
  "formula": "C5H7NOS",
  "method": "the ωB97M-V functional and the def2-TZVPD basis",
  "multiplicity": 1,
  "de_lowest_kj_mol": 370.8,
  "gap_ev": 8.31,
  "total_energy_ha": -722.77684,
  "e_lumo_ev": -0.12,
  "smiles": "C=C1C=NS[C@@H]1OC",
  "elements": ["C", "C", "C", "C", "C", "H", "H", "H", "H", "H", "H", "H", "N", "O", "S"],
  "xyz": [[-1.126, 0.633, 1.532], [-0.010, 1.066, -0.407], [1.380, -1.028, -0.077], [0.169, -0.430, -0.657], [-0.407, -1.143, -1.738], [-2.109, 1.026, 1.903], [-0.260, 1.022, 2.203], [-0.951, -0.564, 1.237], [0.144, 1.579, -1.424], [1.602, -2.066, 0.186], [-1.099, -0.635, -2.289], [-0.279, -2.203, -1.781], [2.251, -0.218, 0.493], [-1.072, 1.540, 0.374], [1.766, 1.420, 0.445]]
}

No. 3
{
  "formula": "C5H7NS",
  "method": "the ωB97M-V functional and the def2-TZVPD basis",
  "multiplicity": 1,
  "de_lowest_kj_mol": 250.1,
  "gap_ev": 9.41,
  "total_energy_ha": -647.56177,
  "e_lumo_ev": 0.84,
  "smiles": "C=C[C@@H]1N=CCS1",
  "elements": ["C", "C", "C", "C", "C", "N", "S", "H", "H", "H", "H", "H", "H", "H"],
  "xyz": [[1.254, -0.819, 1.137], [-1.725, 0.445, -1.461], [-0.854, -0.526, -1.208], [1.126, 0.582, 1.510], [0.843, -0.196, -0.914], [1.200, -1.199, -0.067], [1.006, 1.465, -0.107], [1.527, -1.672, 1.863], [-2.818, 0.252, -1.643], [-1.561, 1.409, -1.644], [-0.964, -1.545, -1.334], [0.236, 0.867, 1.865], [1.905, 0.961, 2.142], [1.325, -0.175, -1.848]]
}

No. 4
{
  "formula": "C5H7NS",
  "method": "the ωB97M-V functional and the def2-TZVPD basis",
  "multiplicity": 1,
  "de_lowest_kj_mol": 445.3,
  "gap_ev": [7.39, 7.39],
  "total_energy_ha": -647.48743,
  "e_lumo_ev": [-0.05, -0.05],
  "elements": ["C", "C", "C", "C", "C", "N", "S", "H", "H", "H", "H", "H", "H", "H"],
  "xyz": [[-1.322, -2.206, -2.100], [0.787, -0.685, 0.374], [-2.413, -1.961, -2.801], [3.200, -0.376, 0.545], [-0.409, 0.192, 0.390], [1.939, -0.448, 0.577], [-0.033, -2.759, -1.328], [-2.599, -2.693, -3.678], [-2.866, -1.003, -2.782], [3.649, -0.123, -0.376], [3.732, -0.277, 1.491], [-0.342, 0.710, -0.613], [-0.313, 0.789, 1.275], [-1.236, -0.382, 0.342]]
}

No. 5
{
  "formula": "C5H7NS2",
  "method": "the ωB97M-V functional and the def2-TZVPD basis",
  "multiplicity": 1,
  "de_lowest_kj_mol": 124.2,
  "gap_ev": 8.60,
  "total_energy_ha": -1045.79678,
  "e_lumo_ev": 0.05,
  "smiles": "CS[C@@H]1C=CC=NS1",
  "elements": ["C", "C", "C", "C", "C", "H", "H", "H", "H", "H", "H", "H", "N", "S", "S"],
  "xyz": [[1.161, 0.037, 2.555], [-0.192, 0.647, 0.195], [-0.057, -0.906, -2.309], [-1.241, -0.243, -1.801], [-1.381, 0.438, -0.671], [1.028, 0.941, 3.156], [2.083, 0.133, 1.972], [1.311, -0.768, 3.283], [-0.211, 1.692, 0.610], [-0.225, -1.746, -2.979], [-2.144, -0.481, -2.402], [-2.354, 0.938, -0.524], [1.142, -0.714, -1.909], [-0.235, -0.519, 1.625], [1.315, 0.550, -0.801]]
}

No. 6
{
  "formula": "C5H7O3PS2",
  "method": "the ωB97M-V functional and the def2-TZVPD basis",
  "multiplicity": 1,
  "de_lowest_kj_mol": 17.9,
  "total_charge": -2,
  "gap_ev": 5.53,
  "total_energy_ha": -1558.22060,
  "e_lumo_ev": 5.72,
  "smiles": "CC(=O)[P@](=O)([O-])S/C(C)=C\\[S-]",
  "elements": ["C", "C", "C", "C", "C", "O", "O", "O", "P", "S", "S", "H", "H", "H", "H", "H", "H", "H"],
  "xyz": [[-1.020, 1.104, -0.543], [0.134, 0.560, -0.936], [0.611, -1.187, 1.839], [0.128, -0.736, -1.830], [0.043, 0.060, 2.476], [2.433, -1.846, -0.043], [3.040, -0.205, 1.886], [0.353, -2.342, 2.130], [2.155, -0.680, 0.829], [-1.452, 2.492, 0.219], [1.788, 1.080, -0.415], [-1.872, 0.554, -0.864], [1.148, -1.219, -1.784], [0.043, -0.522, -2.947], [-0.552, -1.418, -1.328], [-0.724, 0.373, 1.830], [0.906, 0.849, 2.443], [-0.362, -0.346, 3.388]]
}

No. 7
{
  "formula": "C5H7O5Tl",
  "method": "the ωB97M-V functional and the def2-TZVPD basis",
  "multiplicity": 2,
  "total_charge": 1,
  "gap_ev": [10.41, 6.36],
  "total_energy_ha": -743.02511,
  "e_lumo_ev": [-3.87, -7.95],
  "elements": ["O", "C", "O", "O", "C", "O", "C", "C", "O", "C", "Tl", "H", "H", "H", "H", "H", "H", "H"],
  "xyz": [[-0.682, -3.988, 0.885], [-1.155, -2.863, 0.715], [-2.231, -2.359, 1.041], [0.719, -1.193, 0.308], [-0.179, -1.857, -0.144], [-0.187, -1.991, -1.510], [-1.394, -1.924, -2.297], [-0.977, -1.630, -3.715], [0.101, -2.498, -4.051], [0.395, -2.529, -5.445], [1.532, -2.807, -2.455], [-2.037, -1.121, -1.918], [-1.892, -2.897, -2.221], [-0.651, -0.585, -3.825], [-1.834, -1.812, -4.382], [1.283, -3.156, -5.580], [-0.453, -2.966, -5.991], [0.597, -1.513, -5.813]]
}

No. 8
{
  "formula": "C5H7P",
  "method": "the ωB97M-V functional and the def2-TZVPD basis",
  "multiplicity": 1,
  "de_lowest_kj_mol": 327.6,
  "gap_ev": 9.44,
  "total_energy_ha": -535.88973,
  "e_lumo_ev": 0.70,
  "smiles": "CC1=PC1.C#C",
  "elements": ["C", "C", "C", "C", "C", "P", "H", "H", "H", "H", "H", "H", "H"],
  "xyz": [[-0.648, -3.372, -0.585], [-1.385, -3.085, -1.472], [0.733, 1.269, 0.039], [0.250, 2.612, 0.003], [0.649, 0.156, 1.048], [1.389, -0.031, -0.603], [-0.133, -3.576, 0.324], [0.885, 3.223, 0.800], [0.280, 3.084, -0.947], [-0.898, 2.714, 0.386], [1.233, 0.166, 2.012], [-2.090, -2.781, -2.254], [-0.264, -0.379, 1.248]]
}

No. 9
{
  "formula": "C5H8",
  "method": "the ωB97M-V functional and the def2-TZVPD basis",
  "multiplicity": 1,
  "de_lowest_kj_mol": 0.3,
  "gap_ev": 10.36,
  "total_energy_ha": -195.29191,
  "e_lumo_ev": 1.26,
  "smiles": "C1=CCCC1",
  "elements": ["C", "C", "C", "C", "C", "H", "H", "H", "H", "H", "H", "H", "H"],
  "xyz": [[-0.170, -0.747, 0.815], [-1.232, -0.142, -0.122], [-0.498, 1.037, -0.721], [0.821, 0.904, -0.585], [1.180, -0.348, 0.183], [-0.288, -1.825, 0.955], [-0.254, -0.269, 1.798], [-1.502, -0.850, -0.919], [-2.160, 0.115, 0.401], [-0.993, 1.857, -1.235], [1.566, 1.581, -0.994], [1.557, -1.128, -0.496], [1.961, -0.176, 0.932]]
}

No. 10
{
  "formula": "C5H8",
  "method": "the ωB97M-V functional and the def2-TZVPD basis",
  "multiplicity": 1,
  "de_lowest_kj_mol": 378.4,
  "gap_ev": 9.32,
  "total_energy_ha": -195.14790,
  "e_lumo_ev": 1.05,
  "elements": ["C", "C", "C", "C", "C", "H", "H", "H", "H", "H", "H", "H", "H"],
  "xyz": [[1.691, -0.009, -0.473], [0.720, 0.539, 0.418], [-0.566, 1.122, -0.193], [-1.121, -0.295, -0.441], [0.096, -0.959, 0.231], [0.635, -1.681, -0.396], [2.475, -0.455, 0.173], [0.935, 0.780, 1.466], [-0.384, 1.717, -1.091], [-1.159, 1.706, 0.517], [-2.068, -0.512, 0.062], [-1.209, -0.561, -1.497], [-0.045, -1.392, 1.223]]
}

No. 11
{
  "formula": "C5H8",
  "method": "the ωB97M-V functional and the def2-TZVPD basis",
  "multiplicity": 1,
  "de_lowest_kj_mol": 777.6,
  "gap_ev": [7.29, 7.90],
  "total_energy_ha": -194.99586,
  "e_lumo_ev": [-0.84, -0.30],
  "elements": ["C", "C", "C", "C", "C", "H", "H", "H", "H", "H", "H", "H", "H"],
  "xyz": [[0.088, 0.740, 0.735], [1.275, 0.391, -0.204], [0.038, -0.807, -1.528], [-0.838, -1.082, -0.588], [-1.233, -0.010, 0.375], [-0.084, 1.841, 0.691], [0.337, 0.537, 1.778], [1.265, 1.036, -1.096], [2.249, 0.396, 0.220], [1.969, -1.322, -0.567], [-1.353, -2.010, -0.831], [-1.896, 0.631, -0.225], [-1.817, -0.340, 1.239]]
}

No. 12
{
  "formula": "C5H8",
  "method": "the ωB97M-V functional and the def2-TZVPD basis",
  "multiplicity": 1,
  "de_lowest_kj_mol": 182.7,
  "gap_ev": 10.94,
  "total_energy_ha": -195.22244,
  "e_lumo_ev": 1.14,
  "smiles": "C#CC(C)C",
  "elements": ["C", "C", "C", "C", "C", "H", "H", "H", "H", "H", "H", "H", "H"],
  "xyz": [[-0.651, 1.259, 0.078], [-0.096, -0.026, -0.553], [-0.857, -1.219, 0.123], [1.342, -0.112, -0.408], [2.492, -0.031, 0.064], [-0.674, 1.181, 1.159], [-1.662, 1.586, -0.183], [0.070, 2.024, -0.090], [-0.427, -0.017, -1.573], [-0.527, -2.141, -0.303], [-0.606, -1.276, 1.218], [-1.908, -1.014, -0.125], [3.504, -0.213, 0.592]]
}

No. 13
{
  "formula": "C5H8",
  "method": "the ωB97M-V functional and the def2-TZVPD basis",
  "multiplicity": 1,
  "de_lowest_kj_mol": 193.8,
  "gap_ev": 9.81,
  "total_energy_ha": -195.21823,
  "e_lumo_ev": 1.30,
  "smiles": "C1C[C@H]2C[C@@H]12",
  "elements": ["C", "C", "C", "C", "C", "H", "H", "H", "H", "H", "H", "H", "H"],
  "xyz": [[1.324, -0.535, -0.219], [0.621, 0.529, 0.534], [-0.619, 1.020, -0.190], [-1.140, -0.432, -0.360], [0.058, -0.965, 0.410], [1.338, -0.432, -1.300], [2.237, -0.924, 0.215], [1.126, 1.049, 1.355], [-0.403, 1.587, -1.096], [-1.290, 1.606, 0.446], [-2.107, -0.609, 0.115], [-1.194, -0.795, -1.394], [0.049, -1.099, 1.483]]
}

No. 14
{
  "formula": "C5H8",
  "method": "the ωB97M-V functional and the def2-TZVPD basis",
  "multiplicity": 1,
  "de_lowest_kj_mol": 123.4,
  "gap_ev": 10.49,
  "total_energy_ha": -195.24502,
  "e_lumo_ev": 1.26,
  "smiles": "C[C@@H]1C=CC1",
  "elements": ["C", "C", "C", "C", "C", "H", "H", "H", "H", "H", "H", "H", "H"],
  "xyz": [[-0.248, 0.020, 0.491], [-1.321, -0.994, 0.205], [-0.166, 1.248, -0.439], [1.145, 1.104, -0.593], [1.230, -0.247, 0.057], [-1.160, -1.915, 0.775], [-0.239, 0.243, 1.572], [-1.330, -1.215, -0.866], [-2.285, -0.557, 0.487], [-0.822, 1.997, -0.901], [1.909, 1.782, -0.944], [1.291, -1.068, -0.671], [1.995, -0.397, 0.825]]
}

No. 15
{
  "formula": "C5H8BiLiO3",
  "method": "the ωB97M-V functional and the def2-TZVPD basis",
  "multiplicity": 2,
  "de_lowest_kj_mol": 122.4,
  "total_charge": 3,
  "gap_ev": [6.21, 5.23],
  "total_energy_ha": -641.87916,
  "e_lumo_ev": [-15.54, -16.51],
  "elements": ["C", "C", "H", "H", "H", "Bi", "O", "Li", "O", "C", "O", "C", "C", "H", "H", "H", "H", "H"],
  "xyz": [[1.462, -2.476, -0.444], [2.005, -2.735, 0.822], [0.714, -3.189, -0.820], [2.113, -2.018, -1.206], [2.596, -3.597, 1.148], [0.812, -1.683, 2.320], [-0.847, 0.833, -0.670], [-1.984, 0.328, -2.825], [-1.130, -0.998, -1.777], [-0.675, -0.484, -0.753], [0.089, -1.037, 0.113], [-0.542, 1.534, 0.554], [-0.932, 2.981, 0.382], [-1.130, 1.075, 1.360], [0.536, 1.432, 0.734], [-2.017, 3.079, 0.247], [-0.649, 3.526, 1.292], [-0.420, 3.430, -0.479]]
}